Below is a molecular structure, C43H36NO4P2Pm at a distorted geometry, with properties calculated with ωB97M-V/def2-TZVPD.

CARTESIAN COORDINATES (ANGSTROEM)
C: 1.431 -3.024 -3.758
C: 0.290 -3.246 -2.958
C: -0.820 -3.911 -3.507
C: -0.801 -4.311 -4.846
C: 0.316 -4.048 -5.649
C: 1.437 -3.410 -5.100
P: 0.305 -2.553 -1.283
C: -1.194 -3.313 -0.526
C: -2.360 -2.499 -0.412
C: -3.427 -2.957 0.381
C: -3.436 -4.271 0.845
C: -2.357 -5.125 0.585
C: -1.221 -4.643 -0.077
Pm: -0.821 -0.190 0.164
P: 0.117 2.410 -0.995
C: -0.957 3.132 -2.301
C: -0.462 3.874 -3.389
C: -1.339 4.358 -4.367
C: -2.706 4.066 -4.307
C: -3.203 3.306 -3.241
C: -2.338 2.840 -2.252
C: -0.355 3.324 0.542
C: 0.451 3.139 1.682
C: -0.005 3.552 2.932
C: -1.239 4.198 3.055
C: -1.994 4.467 1.910
C: -1.544 4.059 0.654
C: 1.720 3.227 -1.307
C: 2.883 2.445 -1.463
C: 4.119 3.068 -1.662
C: 4.213 4.461 -1.738
C: 3.058 5.236 -1.604
C: 1.819 4.627 -1.379
C: 1.727 -3.428 -0.508
C: 2.324 -4.581 -1.048
C: 3.462 -5.140 -0.450
C: 3.996 -4.572 0.711
C: 3.389 -3.439 1.269
C: 2.269 -2.868 0.667
H: 1.426 2.650 1.584
H: 0.609 3.373 3.816
H: -1.599 4.502 4.039
H: -2.945 4.994 1.987
H: -2.133 4.279 -0.238
H: 0.606 4.078 -3.483
H: -0.943 4.966 -5.181
H: -3.386 4.433 -5.077
H: -4.269 3.079 -3.177
H: -2.748 2.247 -1.425
H: 2.805 1.355 -1.420
H: 5.024 2.465 -1.764
H: 5.180 4.939 -1.911
H: 3.112 6.323 -1.670
H: 0.928 5.251 -1.264
H: 1.909 -5.044 -1.945
H: 3.921 -6.022 -0.899
H: 4.871 -5.014 1.190
H: 3.783 -2.998 2.186
H: 1.807 -1.980 1.112
H: -2.511 -1.605 -1.062
H: -4.252 -2.272 0.591
H: -4.302 -4.646 1.393
H: -2.391 -6.169 0.899
H: -0.355 -5.290 -0.245
H: -1.698 -4.106 -2.890
H: -1.664 -4.831 -5.268
H: 0.324 -4.354 -6.697
H: 2.316 -3.219 -5.719
H: 2.304 -2.535 -3.321
H: 0.356 0.249 -3.883
H: 1.097 0.267 -3.760
O: 0.013 -0.564 2.167
C: -1.110 -0.230 2.734
O: -2.099 0.089 1.974
C: -1.139 -0.132 4.198
C: -1.723 0.996 4.779
C: -1.477 1.273 6.116
C: -0.755 0.348 6.896
C: -0.258 -0.835 6.322
C: -0.429 -1.060 4.967
N: -0.451 0.633 8.253
O: -0.780 1.741 8.737
O: 0.141 -0.255 8.911
H: -2.346 1.646 4.160
H: -1.809 2.207 6.566
H: 0.312 -1.526 6.938
H: -0.018 -1.959 4.511

* E_tot: -89971.854 eV
* multiplicity: 5
* net charge: +2
* <S²>: 6.01